Below is a structure of composition C36H32NO3P2Yb, with properties calculated with the ωB97M-V functional and the def2-TZVPD basis.

Each line ends with the Löwdin spin population.
CARTESIAN COORDINATES (ANGSTROEM)
1 C -3.937 1.030 0.600  0.000
2 C -2.969 1.428 1.549  0.001
3 C -3.094 2.673 2.190  0.000
4 C -4.184 3.497 1.895  0.000
5 C -5.130 3.102 0.941  0.000
6 C -5.007 1.867 0.294  0.000
7 P -1.554 0.298 1.801  0.003
8 C -0.804 0.961 3.331  0.000
9 C 0.410 1.672 3.222  0.000
10 C 1.081 2.080 4.377  0.000
11 C 0.475 1.931 5.629  0.000
12 C -0.787 1.326 5.722  0.000
13 C -1.419 0.811 4.585  0.000
14 Yb 1.899 -0.099 0.846  0.990
15 P 1.407 -0.099 -2.036  0.002
16 C 1.709 1.486 -2.865  0.000
17 C 1.233 1.744 -4.162  0.000
18 C 1.418 3.007 -4.729  0.000
19 C 2.034 4.030 -3.998  0.000
20 C 2.477 3.786 -2.691  0.000
21 C 2.313 2.527 -2.124  0.000
22 C 3.089 -0.774 -1.668  0.000
23 C 3.142 -2.042 -1.038  0.000
24 C 4.355 -2.539 -0.566  0.000
25 C 5.523 -1.789 -0.719  0.000
26 C 5.477 -0.541 -1.339  0.000
27 C 4.269 -0.038 -1.828  0.000
28 C 0.877 -1.239 -3.340  0.000
29 C -0.280 -2.011 -3.095  0.000
30 C -0.761 -2.863 -4.086  0.000
31 C -0.079 -2.978 -5.306  0.000
32 C 1.099 -2.257 -5.527  0.000
33 C 1.589 -1.395 -4.536  0.000
34 C -2.405 -1.198 2.441  0.000
35 C -3.767 -1.251 2.778  0.000
36 C -4.354 -2.468 3.137  0.000
37 C -3.585 -3.635 3.169  0.000
38 C -2.217 -3.584 2.868  0.000
39 C -1.624 -2.369 2.538  0.000
40 H 2.256 -2.678 -1.023  0.000
41 H 4.391 -3.527 -0.102  0.000
42 H 6.475 -2.190 -0.355  0.000
43 H 6.392 0.044 -1.462  0.000
44 H 4.243 0.920 -2.347  0.000
45 H 0.731 0.962 -4.735  0.000
46 H 1.069 3.196 -5.745  0.000
47 H 2.165 5.020 -4.438  0.000
48 H 2.951 4.578 -2.109  0.000
49 H 2.678 2.343 -1.107  0.000
50 H -0.786 -1.917 -2.130  0.000
51 H -1.666 -3.441 -3.903  0.000
52 H -0.468 -3.641 -6.084  0.000
53 H 1.640 -2.361 -6.471  0.000
54 H 2.515 -0.841 -4.711  0.000
55 H -4.387 -0.353 2.752  0.000
56 H -5.419 -2.497 3.383  0.000
57 H -4.050 -4.588 3.427  0.000
58 H -1.610 -4.491 2.891  0.000
59 H -0.550 -2.316 2.332  0.000
60 H 0.805 1.958 2.231  0.000
61 H 2.078 2.529 4.293  0.000
62 H 0.984 2.287 6.530  0.000
63 H -1.284 1.250 6.687  0.000
64 H -2.397 0.318 4.668  0.000
65 H -2.359 2.991 2.933  0.000
66 H -4.289 4.455 2.410  0.000
67 H -5.964 3.764 0.693  0.000
68 H -5.746 1.549 -0.444  0.000
69 H -3.853 0.054 0.116  0.000
70 H -1.618 1.451 -1.645  0.000
71 H -1.715 0.712 -1.605  0.000
72 O 2.844 -1.422 2.272  0.001
73 N 2.234 -2.448 1.711  0.000
74 O 2.607 -3.586 1.890  0.000
75 O 1.186 -2.171 0.936  0.001

## Properties
HOMO-LUMO gap (spin up / spin down)	6.1 / 4.5	eV
2S+1	2
expectation value of S²	0.75
HOMO level (spin up / spin down)	-13.366 / -13.363	eV
LUMO level (spin up / spin down)	-7.24 / -8.89	eV
E_tot	-3512.21929	hartree
net charge	+2